1.
Computed, not measured: a structure of composition C30H32CoN10O4S, with wB97M-V/def2-TZVPD.

Element x y z (Å)
H: -3.2586 1.3995 -1.7806
C: -0.8651 3.7102 -1.8076
C: -2.3002 0.5356 2.4594
S: -0.8488 -1.7097 -0.6727
H: 5.7193 0.5199 -2.5431
C: 2.8872 0.3872 -1.9296
H: -2.8021 -6.0885 0.2094
C: -3.6224 0.9075 -0.8893
H: 3.6824 -0.2039 -3.7509
C: 2.1948 2.2787 2.9299
H: -3.3857 -0.3751 4.0813
H: 1.5900 3.1127 -0.7317
C: -5.2170 -0.4363 0.2629
N: -1.1714 1.1472 2.1029
H: 6.0261 -0.4442 -1.0986
H: -2.1434 -4.1942 -1.2400
H: 3.7413 3.7555 0.3105
H: -4.7021 -0.8424 2.3120
C: -2.0522 -5.1772 2.0022
C: -3.2498 0.3867 1.3299
H: -1.1024 4.3664 1.1768
H: -0.5590 -2.1292 2.1606
C: -1.4388 0.3220 4.6678
H: 0.5459 1.0902 4.9649
H: 1.8896 -3.7143 -4.1494
H: -5.4063 0.1536 -1.7999
C: 3.2016 2.9228 2.2218
N: 2.9134 0.2387 -3.2808
H: -0.7686 5.3234 -3.0475
C: 2.9626 -2.9975 -1.0111
Co: -0.9456 1.6262 0.2937
C: -2.3104 -5.2261 0.6384
H: 4.0080 0.3152 -0.2808
H: -1.5502 0.0030 5.6953
C: -1.9415 -4.1658 -0.1755
H: -2.6414 4.0777 0.6320
C: 2.9850 3.2548 0.8978
C: -1.0478 -3.0045 1.7512
C: -4.8172 0.2035 -0.8957
H: -2.3414 -6.0060 2.6342
C: -4.4192 -0.3427 1.3966
C: -0.2608 0.9356 4.2633
H: 3.8443 -3.0854 -0.3893
C: 0.6859 -2.3556 -1.3059
C: -1.3049 -3.0717 0.3914
C: 2.9888 -3.4604 -2.3241
H: -6.1356 -1.0064 0.2894
H: -1.4027 5.4744 -0.9303
H: -0.1512 3.8233 -3.6925
O: 0.2604 1.9909 -3.5509
C: -0.1545 1.3402 2.9420
C: 1.7742 2.9152 0.3131
C: 0.7014 -2.7902 -2.6210
H: 5.1684 -1.1707 -2.4471
H: 4.1399 3.1609 2.7046
H: -0.1819 -2.6896 -3.2403
N: 0.7974 2.3145 0.9876
C: -2.4732 0.1095 3.7662
O: 1.8589 0.7178 -1.3297
N: -2.8547 1.0047 0.1921
N: -0.5946 4.3379 -2.9462
O: -0.5141 -0.5951 0.2914
C: 5.3020 -0.2436 -1.8838
H: 2.0240 0.2528 -3.7497
C: 1.8054 -2.4434 -0.4926
C: -1.4254 -4.0692 2.5575
H: 3.8907 -3.9124 -2.7166
C: 1.8647 -3.3559 -3.1290
C: 1.0056 1.9977 2.2885
N: -0.4315 1.5670 -2.6422
H: 2.3359 2.0055 3.9657
H: 1.7637 -2.0764 0.5254
N: 4.0588 0.1839 -1.2749
N: -1.3057 4.4811 -0.7862
N: -1.6547 3.9285 0.4474
O: -0.8544 0.4447 -2.5642
N: -0.7857 2.3986 -1.5757
H: -1.2238 -4.0393 3.6204

Cartesian forces (eV/Å) of the 2 atoms listed first:
0.0127 -0.0165 -0.0021
-0.0678 -0.0227 -0.0051

Calculated values
**Charge**: +2
**HOMO (alpha / beta)**: -13.422 / -13.442 eV
**<S²>**: 0.76
**2S+1**: 2
**HOMO-LUMO gap (alpha / beta)**: 7.7972 / 7.8118 eV

These are the Mulliken partial charges, in e, on atoms 1 to 6:
1 H 0.3835
2 C 0.9076
3 C 0.6247
4 S -0.1262
5 H 0.3246
6 C -0.3620

2.
Computed, not measured: the molecule C4H4O3S, with wB97M-V/def2-TZVPD.

Element x y z (Å)
O: 1.9899 0.3257 -1.0585
C: -0.7260 -1.7069 1.4067
H: 1.3737 2.9449 -1.6513
C: -0.1395 0.0817 0.0666
S: -0.7627 2.2046 -2.6352
C: 0.5989 1.9695 -1.5755
O: -0.4400 -1.1694 0.0049
H: -1.8632 -1.5565 1.9014
H: -0.5472 -2.8345 1.3173
H: 0.1986 -1.7583 2.2420
C: 0.8419 0.6288 -0.9874
O: -0.5242 0.8705 0.9691

Cartesian forces (eV/Å) of the 2 atoms listed first:
1.0727 -2.0479 0.0070
0.0368 -3.3805 2.1996

Calculated values
**HOMO**: -9.325 eV
**Energy above the lowest of the compared OMol25 structures with the same formula, charge and spin**: 437.7 kJ/mol
**HOMO-LUMO gap**: 7.7897 eV
**SMILES string**: COC(=O)C(=O)C=S

These are the Mulliken partial charges, in e, on atoms 1 to 6:
1 O -0.4281
2 C -0.6609
3 H 0.2793
4 C 0.6331
5 S -0.1343
6 C -0.2799